Below is C15H23ClORe as an isolated structure, with properties calculated with ωB97M-V/def2-TZVPD.

Total charge: +2
Max |F| (eV/A): 6.26
2S+1: 4
ΔE to the lowest compared entry with this formula, charge and spin (kcal/mol): 0.0

Last column: Mulliken spin population.
CARTESIAN COORDINATES (ANGSTROEM)
C 0.255 0.793 -4.815  0.000
C 1.632 1.353 -5.187  0.000
C 0.032 -0.547 -5.523  0.000
C -0.835 1.787 -5.231  0.000
Cl 0.178 0.540 -3.040  -0.001
H 0.075 -0.410 -6.612  0.000
H -0.951 -0.962 -5.274  0.000
H 0.804 -1.271 -5.242  0.000
H 1.694 1.511 -6.272  0.000
H 2.428 0.658 -4.901  0.000
H 1.809 2.316 -4.696  0.000
H -0.802 1.950 -6.316  0.000
H -0.689 2.755 -4.740  0.000
H -1.830 1.406 -4.977  0.000
C 1.640 -1.443 3.017  0.132
C 0.798 -2.228 2.145  -0.068
C 0.895 -1.639 0.811  -0.058
H 0.268 -3.132 2.412  -0.001
C 1.840 -0.552 0.880  0.103
C 2.251 -0.402 2.236  0.098
H 2.943 0.344 2.608  0.028
H 1.833 -1.653 4.059  0.020
H 0.467 -2.039 -0.102  -0.005
H 2.217 0.005 0.030  0.014
C -1.933 0.956 2.474  0.134
C -2.123 -0.270 3.215  0.069
C -2.116 -1.362 2.283  -0.051
H -2.307 -0.359 4.277  0.021
C -1.914 -0.826 0.961  -0.028
C -1.818 0.608 1.073  0.012
H -1.693 1.299 0.254  0.016
H -1.884 1.946 2.897  0.034
H -2.320 -2.398 2.530  -0.001
H -1.911 -1.400 0.045  -0.005
Re -0.250 -0.342 2.168  2.461
C -0.037 0.331 5.677  0.009
O 0.504 0.720 4.395  0.064
H -1.031 0.789 5.742  0.000
H 0.612 0.715 6.478  0.004
H -0.069 -0.760 5.703  0.000
H 1.336 1.213 4.556  -0.002